Below is C49H43IN3OPSSiTc as an isolated structure, with properties calculated with ωB97M-V/def2-TZVPD.

## Properties
⟨S²⟩	0.77
M	1005.93	g mol⁻¹
HOMO (spin up / spin down)	-12.0 / -12.5	eV
orbital gap (spin up / spin down)	5.92 / 6.08	eV
energy relative to the best compared isomer or geometry (same formula, charge and spin)	1.156	eV
LUMO (spin up / spin down)	-0.22263 / -0.23670	Ha

ORCA input file:
```
! wB97M-V def2-TZVPD RIJCOSX def2/J DEFGRID3
* xyz 2 2
Tc 1.3899 0.1016 -0.4240
I 2.7133 -0.4654 -2.7210
C 4.4138 0.7612 -2.5541
C 5.5807 0.0857 -2.7794
C 6.7761 0.7891 -3.0213
C 6.7325 2.1438 -3.1365
C 5.5305 2.8601 -2.9117
C 5.5076 4.2600 -3.1277
C 4.3660 4.9782 -2.9446
C 3.2398 4.3387 -2.3966
C 3.2178 2.9885 -2.1300
P 1.9499 2.4775 -0.9164
C 2.5920 3.1288 0.6599
C 3.8200 3.7694 0.7857
C 4.2615 4.1908 2.0352
C 3.4784 3.9876 3.1587
C 2.2481 3.3513 3.0403
C 1.8141 2.9146 1.8014
C 0.5295 3.5329 -1.3363
C -0.0666 3.3404 -2.5852
C -1.1551 4.1048 -2.9677
C -1.6658 5.0657 -2.1006
C -1.0770 5.2646 -0.8614
C 0.0216 4.5033 -0.4776
C 4.3442 2.1841 -2.5077
H 5.5869 -0.9953 -2.8181
H 7.6950 0.2426 -3.1791
H 7.6176 2.7026 -3.4125
H 6.4168 4.7411 -3.4658
H 4.3366 6.0396 -3.1478
H 2.3903 4.9495 -2.1187
H 4.4463 3.9397 -0.0791
H 5.2222 4.6799 2.1244
H 3.8245 4.3198 4.1282
H 1.6352 3.1884 3.9170
H 0.8599 2.4020 1.7186
H 0.3376 2.5981 -3.2658
H -1.6019 3.9627 -3.9433
H -2.5133 5.6680 -2.4001
H -1.4602 6.0254 -0.1942
H 0.4853 4.6760 0.4856
O 3.7803 -0.1024 1.1933
N 2.8254 -0.0220 0.5633
C -0.7550 0.3157 -4.7075
Si -1.0960 -0.8318 -3.2877
C -0.1482 -2.4339 -3.3606
C -2.9214 -1.1326 -3.0682
C -0.6445 0.0777 -1.6867
C -0.8951 0.7502 -0.6807
H -1.0356 -0.1845 -5.6381
H 0.2942 0.6010 -4.7902
H -1.3589 1.2217 -4.6287
H -0.7184 -3.1642 -3.9397
H 0.0167 -2.8459 -2.3630
H 0.8225 -2.3402 -3.8507
H -3.3273 -1.6602 -3.9342
H -3.4632 -0.1903 -2.9650
H -3.1171 -1.7362 -2.1796
C 0.6889 -1.6242 0.2209
C 0.1827 -2.6422 0.7535
C -0.3821 -3.7264 1.3231
C -1.8498 -3.8760 1.1624
C -2.6557 -3.9544 2.3008
C -4.0379 -3.9404 2.1756
C -4.6235 -3.8871 0.9159
C -3.8241 -3.8418 -0.2189
C -2.4423 -3.8165 -0.0973
C 0.3776 -4.6620 2.1392
C -0.1455 -5.9271 2.4383
C 0.5957 -6.8270 3.1824
C 1.8573 -6.4731 3.6421
C 2.3875 -5.2200 3.3494
C 1.6578 -4.3221 2.5982
H -2.1965 -4.0061 3.2804
H -4.6569 -3.9838 3.0616
H -5.7010 -3.8967 0.8188
H -4.2813 -3.8317 -1.1998
H -1.8154 -3.7717 -0.9794
H -1.1191 -6.2129 2.0639
H 0.1942 -7.8072 3.3996
H 2.4335 -7.1775 4.2271
H 3.3706 -4.9505 3.7102
H 2.0624 -3.3449 2.3668
N -2.4557 -0.7305 1.1316
C -2.7234 0.5451 1.2218
S -1.7705 1.7642 0.3760
N -3.7273 1.0025 1.9534
C -4.5786 0.1474 2.7469
C -4.1046 -0.3634 3.9461
C -4.9384 -1.1670 4.7096
C -6.2278 -1.4443 4.2749
C -6.6876 -0.9292 3.0702
C -5.8595 -0.1310 2.2947
H -1.6392 -1.0631 0.6250
H -3.0455 -1.4198 1.5876
H -3.9462 1.9877 1.9062
H -3.1064 -0.1179 4.2875
H -4.5862 -1.5599 5.6538
H -6.8804 -2.0570 4.8822
H -7.6942 -1.1407 2.7365
H -6.2059 0.2803 1.3550
*
```

Atom charges from the Mulliken analysis, given in e for atoms 1 to 8: Tc 0.656; I 0.250; C 0.285; C -0.709; C -0.935; C -0.879; C 0.530; C -0.738